DFT (ωB97M-V/def2-TZVPD) results for a molecular structure, C15H28B2F2N3NaO5S.

## Properties
- total charge = 0
- HOMO (Ha) = -0.2628
- gap between HOMO and LUMO (eV) = 4.306
- 2S+1 = 1
- LUMO level (Eh) = -0.10452

XYZ file:
```
57
Properties=species:S:1:pos:R:3:lowdin_charge:R:1
B -2.7015 0.8313 -0.0980 -0.763
H 0.1357 3.6221 -0.4633 0.088
H -1.4075 -5.1014 1.1890 0.101
H 1.5307 -2.0394 0.2543 0.069
C 0.7298 -0.0815 -1.5108 -0.126
H 2.4834 2.1853 2.0947 0.071
C 3.8957 -4.8759 -2.6972 -0.101
H -1.3557 6.1796 0.4328 0.099
H -0.1901 -4.4045 2.4860 0.097
H -3.0911 3.1247 -1.0219 0.120
H 3.4870 0.6008 1.8853 0.081
C -0.7075 -0.3074 -0.8573 -0.317
H 0.7423 5.1226 0.4522 0.074
H -4.4995 3.2563 0.1676 0.123
H -1.6557 5.0321 -1.0233 0.046
F -1.0043 0.7075 2.8807 -0.047
O 4.1388 -3.4627 -2.5861 -0.044
H 0.4150 -5.2572 0.9819 0.088
H -3.5670 5.2210 1.0290 0.110
H -2.4087 4.0960 1.9172 0.134
C -0.8206 -0.5629 0.7547 -0.150
H 4.6508 -5.5908 -2.2155 0.137
O -1.6598 -2.3140 2.5084 0.070
C 2.4895 1.1347 1.6444 -0.125
H -2.6191 -2.3007 2.3101 0.114
H 1.6041 -0.1769 -0.7902 0.087
C -2.7365 4.4342 0.8664 -0.149
C -0.0742 4.3136 0.4277 -0.091
Na -1.0524 6.5163 -1.9414 0.823
C -0.4142 -4.5565 1.3769 -0.105
H -0.0619 3.7340 1.4062 0.088
H -3.6971 0.3604 -0.5546 0.115
B -0.8962 -2.1315 1.2745 -0.384
H -0.1449 1.5626 1.1983 0.133
C 1.1852 -3.1214 0.3469 -0.113
H 1.8022 -3.5850 1.2067 0.104
C 3.0030 -2.9625 -3.2616 -0.548
H 1.5258 -3.6623 -0.6098 0.089
O -2.9258 1.9895 0.8207 -0.054
H 1.3258 0.3566 3.3739 0.127
S 2.5798 -1.1593 -3.4867 0.859
C 1.3282 0.1883 2.2300 -0.162
O -1.5000 0.9051 -0.9843 0.000
C -3.3544 3.1484 0.0904 -0.221
C -1.4657 5.0666 0.1277 -0.288
H 0.5501 -2.1246 -2.3886 0.086
N -0.2849 -3.2866 0.5589 -0.074
O -2.2442 -0.2110 0.8764 -0.045
H 0.1553 -0.7601 -3.6417 0.095
H 0.7488 0.9857 -1.9557 0.123
C 0.8317 -1.0777 -2.7822 -0.428
N 2.1210 -3.9794 -3.7688 0.000
N 2.6938 -5.1821 -3.4082 -0.008
H 2.4676 1.2581 0.5086 0.054
F -1.5971 -1.3031 -1.4181 0.013
H 1.6610 -0.8897 2.0726 0.096
C -0.1444 0.5347 1.7142 -0.170
```